(1)
{"formula": "C4H7NO", "method": "ωB97M-V/def2-TZVPD", "energy_ev": -7796.53997, "e_above_lowest_kj_mol": 299.5, "e_homo_ev": -9.60, "smiles": "C1N[C@H]1[C@H]1CO1", "gap_ev": 10.74, "charge": 0, "species": ["C", "N", "C", "C", "C", "O", "H", "H", "H", "H", "H", "H", "H"], "xyz": [[1.164, 0.893, -1.020], [0.663, -0.401, -1.490], [-0.215, 0.463, -0.725], [-0.421, 0.198, 0.734], [-1.144, -0.966, 1.259], [0.281, -0.918, 1.263], [1.856, 0.885, -0.176], [1.358, 1.661, -1.761], [0.993, -1.123, -0.848], [-1.064, 0.900, -1.251], [-0.264, 1.129, 1.274], [-1.615, -0.979, 2.243], [-1.570, -1.675, 0.547]], "forces_ev_per_angstrom": [[0.23, 0.26, -0.08], [0.00, -0.24, 0.01], [-0.10, 0.22, 0.11], [-0.04, 0.09, -0.08], [-0.22, -0.06, 0.01], [0.22, -0.10, 0.06], [-0.12, 0.02, -0.18], [0.02, -0.24, -0.09], [0.04, 0.02, -0.20], [0.20, -0.08, 0.02], [-0.47, -0.27, 0.55], [0.16, 0.21, -0.20], [0.09, 0.17, 0.06]], "nbo_charge": [-0.258, -0.570, -0.129, 0.041, -0.108, -0.502, 0.192, 0.199, 0.364, 0.206, 0.191, 0.189, 0.185]}



(2)
{"formula": "C4H7NO", "method": "ωB97M-V/def2-TZVPD", "energy_ev": -7794.95742, "e_above_lowest_kj_mol": 452.2, "e_homo_ev": -7.23, "gap_ev": 8.04, "charge": 0, "species": ["O", "C", "N", "C", "C", "C", "H", "H", "H", "H", "H", "H", "H"], "xyz": [[2.237, -1.461, -0.464], [1.449, -0.578, -0.679], [0.238, -0.425, 0.121], [-0.152, 0.950, 0.357], [-0.924, 1.283, 1.376], [-0.808, -1.124, -0.737], [1.489, 0.158, -1.494], [0.368, -0.932, 0.999], [0.161, 1.632, -0.428], [-1.260, 0.548, 2.103], [-1.260, 2.307, 1.495], [-1.175, -0.390, -1.455], [-0.336, -1.994, -1.193]], "forces_ev_per_angstrom": [[-0.39, 0.47, 0.00], [0.37, -0.30, -0.06], [0.05, -0.05, 0.23], [-0.16, 0.18, 0.10], [0.15, -0.04, -0.10], [-0.07, -0.10, -0.06], [-0.07, -0.12, 0.05], [-0.06, 0.07, -0.10], [-0.05, -0.12, 0.13], [0.05, 0.09, -0.13], [0.10, -0.15, 0.00], [0.07, -0.03, -0.03], [0.01, 0.09, -0.02]], "nbo_charge": [-0.543, 0.514, -0.473, -0.026, -0.373, -0.659, 0.141, 0.427, 0.215, 0.215, 0.222, 0.164, 0.177]}



(3)
{"formula": "C4H7NO", "method": "ωB97M-V/def2-TZVPD", "energy_ev": -7796.73550, "e_above_lowest_kj_mol": 280.7, "e_homo_ev": [-7.73, -7.73], "gap_ev": [7.81, 7.81], "charge": 0, "species": ["C", "N", "C", "C", "C", "O", "H", "H", "H", "H", "H", "H", "H"], "xyz": [[0.427, -1.508, -0.655], [0.054, -0.347, 0.167], [0.757, -0.100, 1.247], [-0.932, 0.471, -0.307], [-0.809, 1.881, -0.118], [-1.644, 2.729, -0.397], [0.881, -2.282, -0.033], [1.128, -1.179, -1.426], [-0.474, -1.898, -1.128], [0.421, 0.662, 1.936], [1.673, -0.650, 1.415], [-1.686, 0.045, -0.958], [0.203, 2.177, 0.259]], "forces_ev_per_angstrom": [[0.00, -0.13, -0.07], [0.19, 0.13, 0.23], [-0.08, -0.02, -0.12], [-0.04, 0.09, -0.05], [-0.08, 0.00, -0.01], [0.19, -0.18, 0.06], [-0.09, 0.15, -0.06], [-0.13, -0.05, 0.08], [0.10, 0.04, 0.05], [0.02, -0.11, -0.13], [-0.13, 0.03, -0.04], [0.20, 0.00, 0.09], [-0.15, 0.04, -0.03]], "nbo_charge": [-0.408, -0.217, -0.195, -0.286, 0.329, -0.588, 0.211, 0.223, 0.225, 0.212, 0.192, 0.210, 0.091]}



(4)
{"formula": "C4H7NO", "method": "ωB97M-V/def2-TZVPD", "energy_ev": -7794.74314, "e_above_lowest_kj_mol": 472.9, "e_homo_ev": [-8.14, -8.14], "gap_ev": [8.70, 8.70], "charge": 0, "species": ["C", "C", "C", "C", "N", "O", "H", "H", "H", "H", "H", "H", "H"], "xyz": [[-1.170, -1.414, -0.872], [2.162, -0.281, -0.861], [-0.182, 0.279, 0.600], [-0.829, 1.403, 1.398], [-0.903, -0.477, -0.015], [2.124, -1.396, -1.258], [-1.188, -1.054, -1.883], [-1.196, -2.371, -0.574], [1.725, 0.375, -1.599], [2.465, -0.005, 0.077], [-1.909, 1.460, 1.056], [-0.199, 2.341, 1.414], [-0.900, 1.139, 2.519]], "forces_ev_per_angstrom": [[0.26, 4.65, 0.02], [-1.77, 0.19, -2.72], [-0.34, 1.96, 1.40], [-0.52, -0.18, 1.52], [0.86, -2.57, -1.71], [0.52, -2.99, 0.01], [-0.26, -0.42, -0.43], [-0.48, -3.25, 0.93], [0.07, 1.80, 0.19], [1.14, 0.98, 2.54], [1.28, 0.79, 0.38], [-1.05, -0.97, -0.49], [0.28, 0.03, -1.65]], "nbo_charge": [-0.194, 0.265, 0.163, -0.711, -0.310, -0.533, 0.196, 0.195, 0.103, 0.127, 0.217, 0.239, 0.241]}



(5)
{"formula": "C4H7NO", "method": "ωB97M-V/def2-TZVPD", "energy_ev": -7792.69583, "e_above_lowest_kj_mol": 670.4, "e_homo_ev": -7.67, "gap_ev": 7.78, "charge": 0, "species": ["C", "C", "C", "C", "N", "O", "H", "H", "H", "H", "H", "H", "H"], "xyz": [[1.446, 0.080, -0.306], [0.602, -0.326, 1.227], [-0.349, 0.693, -0.364], [-1.248, -0.413, 0.031], [-2.221, -0.863, -0.636], [-0.694, -0.880, 1.166], [2.322, 0.353, 0.285], [1.510, 0.821, -1.129], [1.580, -0.902, -0.755], [0.562, 0.587, 1.844], [-0.477, 1.596, 0.229], [-0.390, 0.917, -1.426], [-2.643, -1.663, -0.167]], "forces_ev_per_angstrom": [[0.29, -0.10, -0.25], [0.08, 0.13, 0.27], [-0.24, 0.21, -0.12], [-0.12, -0.01, -0.16], [0.21, 0.02, 0.24], [-0.14, -0.11, -0.10], [-0.06, -0.02, -0.03], [-0.07, -0.07, 0.15], [0.00, 0.13, 0.02], [-0.03, -0.04, -0.13], [0.04, -0.12, -0.01], [0.07, -0.08, 0.15], [-0.03, 0.05, -0.03]], "nbo_charge": [-0.649, 0.038, -0.359, 0.508, -0.699, -0.511, 0.259, 0.206, 0.242, 0.122, 0.244, 0.241, 0.356]}



(6)
{"formula": "C4H7NO", "method": "ωB97M-V/def2-TZVPD", "energy_ev": -7796.03369, "e_above_lowest_kj_mol": 348.4, "e_homo_ev": -7.04, "gap_ev": 7.79, "charge": 0, "species": ["O", "C", "C", "N", "C", "C", "H", "H", "H", "H", "H", "H", "H"], "xyz": [[-2.817, 0.097, 0.999], [-1.868, 0.005, 0.262], [-0.456, 0.158, 0.804], [0.624, -0.006, -0.184], [0.468, -0.962, -1.101], [1.666, 0.807, -0.029], [-1.980, -0.174, -0.822], [-0.312, -0.558, 1.617], [-0.385, 1.165, 1.222], [1.269, -1.117, -1.810], [-0.388, -1.616, -1.059], [2.523, 0.674, -0.675], [1.657, 1.526, 0.776]], "forces_ev_per_angstrom": [[0.40, -0.06, -0.32], [-0.28, 0.06, 0.28], [-0.06, 0.02, 0.10], [0.08, -0.02, -0.09], [0.08, -0.01, 0.06], [0.00, -0.01, -0.01], [-0.01, 0.08, 0.07], [-0.03, 0.03, -0.13], [0.00, -0.13, -0.02], [-0.11, -0.01, 0.09], [0.13, 0.13, 0.04], [-0.13, 0.03, 0.08], [-0.05, -0.10, -0.15]], "nbo_charge": [-0.501, 0.423, -0.331, -0.226, -0.389, -0.366, 0.135, 0.246, 0.243, 0.196, 0.188, 0.193, 0.189]}



(7)
{"formula": "C4H7NO", "method": "ωB97M-V/def2-TZVPD", "energy_ev": -7798.37246, "e_above_lowest_kj_mol": 122.7, "e_homo_ev": -9.75, "smiles": "O=CNC1CC1", "gap_ev": 10.79, "charge": 0, "species": ["O", "C", "N", "C", "C", "C", "H", "H", "H", "H", "H", "H", "H"], "xyz": [[2.781, -1.539, -0.251], [1.844, -0.813, -0.510], [1.074, -0.152, 0.392], [-0.040, 0.643, -0.019], [-1.268, 0.542, 0.828], [-1.264, -0.055, -0.548], [1.488, -0.591, -1.537], [1.277, -0.247, 1.377], [0.209, 1.610, -0.455], [-1.218, -0.148, 1.666], [-1.833, 1.447, 1.017], [-1.832, 0.442, -1.328], [-1.218, -1.138, -0.630]], "forces_ev_per_angstrom": [[-0.27, 0.25, -0.08], [0.04, -0.04, 0.06], [0.14, -0.17, 0.01], [-0.04, 0.17, 0.00], [-0.10, 0.08, 0.19], [-0.09, -0.07, -0.16], [0.22, -0.21, 0.02], [0.10, -0.02, -0.15], [-0.11, -0.14, 0.16], [-0.02, 0.14, -0.14], [0.03, -0.14, -0.07], [0.10, -0.06, 0.11], [0.00, 0.20, 0.03]], "nbo_charge": [-0.598, 0.538, -0.624, -0.076, -0.417, -0.422, 0.102, 0.403, 0.204, 0.220, 0.223, 0.221, 0.225]}



(8)
{"formula": "C4H7NO", "method": "ωB97M-V/def2-TZVPD", "energy_ev": -7794.91908, "e_above_lowest_kj_mol": 455.9, "e_homo_ev": -9.38, "smiles": "C=CCON=C", "gap_ev": 10.53, "charge": 0, "species": ["C", "C", "C", "O", "N", "C", "H", "H", "H", "H", "H", "H", "H"], "xyz": [[-1.458, 0.779, -0.761], [-0.164, 1.299, -0.828], [0.775, 1.088, 0.304], [0.445, -0.073, 0.897], [0.866, -1.180, 0.140], [0.370, -2.242, 0.596], [-1.867, 0.168, 0.167], [-2.150, 0.809, -1.693], [0.263, 1.874, -1.743], [0.515, 1.742, 1.219], [1.895, 1.196, 0.012], [0.911, -3.188, 0.240], [-0.400, -2.271, 1.451]], "forces_ev_per_angstrom": [[1.00, 0.02, -0.73], [-2.46, 0.21, -1.67], [0.88, 2.83, 0.71], [0.05, -3.46, 1.17], [0.25, 0.50, 0.50], [0.21, -1.88, 0.94], [1.13, 1.50, -2.11], [1.29, 0.16, 1.89], [-1.22, -1.11, 1.55], [0.81, 0.09, -1.73], [-1.79, -0.27, 0.50], [-1.42, 1.34, 0.31], [1.28, 0.07, -1.32]], "nbo_charge": [-0.405, -0.231, -0.119, -0.404, -0.130, -0.139, 0.216, 0.211, 0.214, 0.211, 0.189, 0.202, 0.185]}



(9)
{"formula": "C4H7NO", "method": "ωB97M-V/def2-TZVPD", "energy_ev": -7793.83484, "e_above_lowest_kj_mol": 560.5, "e_homo_ev": [-9.05, -7.16], "gap_ev": [9.70, 6.44], "charge": 0, "species": ["C", "C", "O", "C", "C", "N", "H", "H", "H", "H", "H", "H", "H"], "xyz": [[0.463, -0.077, 1.273], [0.890, 0.977, -0.809], [0.424, -0.077, -1.406], [-0.916, -0.360, -1.007], [-1.021, 0.151, 0.476], [-1.950, 0.704, 1.002], [1.216, -0.741, 0.839], [0.939, 0.793, 1.737], [0.005, -0.629, 2.095], [1.969, 1.080, -0.822], [0.237, 1.828, -0.621], [-1.079, -1.427, -1.161], [-1.614, 0.229, -1.601]], "forces_ev_per_angstrom": [[-1.51, -0.51, 1.10], [1.30, 2.30, -0.06], [-1.00, -1.71, -0.76], [0.09, 0.43, 0.35], [2.43, -0.98, -0.55], [-0.72, 0.30, 0.37], [-0.44, 0.22, -0.31], [-0.36, 0.00, -0.41], [0.30, -0.16, 0.29], [-0.17, 0.07, -0.06], [0.20, -0.04, -0.14], [-0.09, 0.12, 0.23], [-0.04, -0.03, -0.06]], "nbo_charge": [-0.664, -0.039, -0.475, -0.123, 0.121, -0.263, 0.223, 0.234, 0.223, 0.177, 0.167, 0.215, 0.203]}